No. 1
The following is a quantum chemistry calculation of C41H35ClFeN2Si2 as an isolated structure in a non-equilibrium geometry, from the Open Molecules 2025 dataset.

Calculated values
LUMO (spin up / spin down) = -0.17831 / -0.17031 Eh
molar mass = 703.22 g mol⁻¹
2S+1 = 6
largest force on an atom = 0.1009 hartree/bohr
net charge = +1
expectation value of S² = 8.88

CARTESIAN COORDINATES (ANGSTROEM)
C -2.049 -1.134 0.550
C -2.441 -0.314 -0.561
C -2.020 -0.972 -1.760
H -3.027 0.597 -0.540
C -1.343 -2.202 -1.382
C -1.359 -2.286 0.044
H -1.016 -3.137 0.627
H -2.338 -0.970 1.582
H -2.220 -0.599 -2.760
H -0.955 -2.956 -2.065
Fe -0.389 -0.572 -0.589
Si -0.669 -0.787 -6.033
C -0.084 0.863 -6.936
C 1.203 1.102 -7.442
H 2.014 0.374 -7.314
C 1.504 2.291 -8.114
H 2.516 2.481 -8.465
C 0.522 3.243 -8.351
H 0.756 4.177 -8.876
C -0.767 2.990 -7.895
H -1.547 3.723 -8.077
C -1.069 1.817 -7.194
H -2.090 1.648 -6.841
C 0.161 -1.890 -7.365
C -0.556 -2.030 -8.556
H -1.550 -1.575 -8.629
C -0.003 -2.706 -9.646
H -0.584 -2.815 -10.559
C 1.289 -3.229 -9.577
H 1.730 -3.753 -10.427
C 2.014 -3.076 -8.398
H 3.015 -3.478 -8.313
C 1.462 -2.390 -7.306
H 2.061 -2.250 -6.409
H -2.134 -1.017 -6.214
Si 2.513 1.360 -4.181
C 1.526 -0.277 -4.202
C 0.066 -0.393 -4.309
H -0.557 0.467 -4.020
C -0.545 -1.724 -4.301
H -1.592 -1.853 -4.005
C 0.294 -2.882 -4.238
H -0.175 -3.869 -4.327
C 1.635 -2.713 -4.032
H 2.275 -3.599 -3.952
C 2.230 -1.443 -3.972
H 3.301 -1.377 -3.760
C 1.150 2.651 -4.198
C -0.040 2.606 -3.430
H -0.194 1.848 -2.647
C -1.080 3.516 -3.675
H -2.051 3.378 -3.182
C -0.877 4.596 -4.544
H -1.676 5.327 -4.720
C 0.359 4.718 -5.185
H 0.511 5.539 -5.880
C 1.377 3.779 -4.984
H 2.340 3.912 -5.472
H 3.702 1.415 -4.906
Cl 3.028 1.434 -2.161
C 3.121 -2.513 1.115
C 1.950 -2.309 0.371
N 1.316 -1.104 0.325
C 1.830 -0.107 1.132
C 3.007 -0.247 1.914
C 3.670 -1.491 1.880
C 3.438 0.880 2.697
C 2.753 2.072 2.675
C 1.576 2.243 1.875
C 0.836 3.439 1.808
C -0.312 3.462 1.033
C -0.731 2.324 0.332
N -0.002 1.173 0.311
C 1.122 1.134 1.113
H 3.600 -3.490 1.063
H 1.527 -3.106 -0.239
H 4.581 -1.625 2.470
H 4.333 0.752 3.316
H 3.094 2.916 3.281
H 1.181 4.310 2.367
H -0.914 4.363 0.942
H -1.657 2.339 -0.243



No. 2
The following is a quantum chemistry calculation of C41H35ClMnN2Si2 as an isolated structure in a non-equilibrium geometry, from the Open Molecules 2025 dataset.

Calculated values
LUMO (spin up / spin down) = -0.00972 / 0.00900 Eh
molar mass = 702.31 g mol⁻¹
2S+1 = 6
largest force on an atom = 0.1421 hartree/bohr
net charge = 0
expectation value of S² = 9.17

CARTESIAN COORDINATES (ANGSTROEM)
C 1.047 -3.773 1.852
C 1.568 -3.601 0.515
C 2.673 -2.692 0.580
H 1.240 -4.123 -0.378
C 2.866 -2.322 1.953
C 1.897 -3.023 2.745
H 1.852 -3.027 3.827
H 0.183 -4.372 2.145
H 3.334 -2.432 -0.252
H 3.665 -1.698 2.349
Mn 0.878 -1.741 1.327
Si -2.292 1.270 -1.104
C -1.970 0.723 -2.837
C -1.919 1.612 -3.917
H -2.185 2.661 -3.777
C -1.497 1.174 -5.175
H -1.457 1.878 -6.007
C -1.062 -0.136 -5.364
H -0.669 -0.454 -6.329
C -1.136 -1.038 -4.303
H -0.778 -2.059 -4.431
C -1.662 -0.629 -3.081
H -1.792 -1.371 -2.292
C -0.783 0.598 -0.071
C 0.219 -0.389 -0.443
H 0.091 -0.850 -1.417
C 1.604 -0.302 0.001
H 2.435 -0.562 -0.637
C 1.729 0.120 1.420
H 2.693 0.186 1.898
C 0.589 0.747 2.001
H 0.648 1.146 3.017
C -0.462 1.211 1.184
H -1.113 2.014 1.535
H -3.398 0.684 -0.137
Si 1.135 1.398 0.010
C 2.281 2.861 0.524
C 3.409 3.094 -0.259
H 3.644 2.435 -1.098
C 4.207 4.211 -0.028
H 5.023 4.433 -0.708
C 3.920 5.048 1.056
H 4.547 5.920 1.236
C 2.834 4.766 1.890
H 2.616 5.414 2.739
C 1.986 3.687 1.609
H 1.099 3.528 2.225
C 1.162 2.030 -1.852
C 1.580 1.217 -2.905
H 1.812 0.161 -2.772
C 1.735 1.760 -4.189
H 2.123 1.130 -5.003
C 1.346 3.075 -4.446
H 1.419 3.488 -5.454
C 0.823 3.868 -3.416
H 0.455 4.879 -3.615
C 0.763 3.336 -2.127
H 0.405 3.982 -1.328
H -3.732 0.800 -1.003
Cl -2.330 3.317 -0.952
C -1.003 -1.230 5.425
C -0.126 -1.180 4.342
N -0.495 -1.548 3.106
C -1.755 -2.021 2.898
C -2.698 -2.100 3.958
C -2.302 -1.669 5.237
C -3.978 -2.670 3.669
C -4.288 -3.174 2.424
C -3.346 -3.155 1.345
C -3.587 -3.708 0.066
C -2.585 -3.661 -0.897
C -1.360 -3.059 -0.576
N -1.111 -2.517 0.629
C -2.081 -2.548 1.592
H -0.628 -0.916 6.390
H 0.897 -0.828 4.463
H -3.013 -1.727 6.058
H -4.715 -2.700 4.474
H -5.271 -3.610 2.222
H -4.562 -4.159 -0.129
H -2.727 -4.074 -1.898
H -0.567 -3.014 -1.329



No. 3
The following is a quantum chemistry calculation of C41H35ClN2O7PRhS as an isolated structure in a non-equilibrium geometry, from the Open Molecules 2025 dataset.

Calculated values
LUMO (spin up / spin down) = 0.14185 / 0.14181 Eh
molar mass = 869.14 g mol⁻¹
2S+1 = 5
largest force on an atom = 0.0377 hartree/bohr
net charge = -2
expectation value of S² = 6.03

CARTESIAN COORDINATES (ANGSTROEM)
Rh -0.039 0.216 0.235
C 3.735 5.581 0.795
C 3.863 5.076 -0.497
C 3.058 4.050 -0.935
C 2.097 3.485 -0.081
C 1.972 4.004 1.219
C 2.777 5.034 1.650
P 0.926 2.188 -0.550
C 1.574 1.536 -2.115
C 2.918 1.183 -2.256
C 3.343 0.484 -3.366
C 2.436 0.134 -4.358
C 1.099 0.477 -4.225
C 0.665 1.160 -3.107
C -0.548 3.150 -0.980
C -0.507 4.474 -1.411
C -1.682 5.126 -1.757
C -2.899 4.466 -1.701
C -2.983 3.137 -1.230
C -4.205 2.448 -1.145
C -4.241 1.163 -0.654
C -3.082 0.534 -0.199
C -1.851 1.166 -0.275
C -1.791 2.467 -0.828
H 4.362 6.399 1.126
H 4.590 5.514 -1.173
H 3.150 3.688 -1.948
H 1.226 3.569 1.873
H 2.664 5.433 2.652
H 3.619 1.440 -1.476
H 4.379 0.182 -3.446
H 2.774 -0.425 -5.220
H 0.391 0.189 -4.991
H -0.379 1.410 -2.976
H 0.445 4.988 -1.476
H -1.644 6.161 -2.084
H -3.810 4.966 -2.016
H -5.114 2.948 -1.464
H -5.188 0.642 -0.597
H -3.170 -0.455 0.227
C -0.160 -1.802 -0.513
H -0.062 -1.833 -1.603
H 0.650 -2.351 -0.018
O 5.522 -2.377 -2.018
S 5.227 -2.194 -0.608
O 5.698 -3.288 0.226
N 3.669 -1.849 -0.328
C 3.528 -0.644 0.190
O 2.422 -0.129 0.523
C 4.790 0.104 0.378
C 4.984 1.400 0.873
C 6.266 1.906 0.928
C 7.370 1.146 0.519
C 7.181 -0.153 0.041
C 5.904 -0.642 -0.023
H 4.140 1.999 1.183
H 6.424 2.910 1.306
H 8.366 1.568 0.577
H 8.019 -0.764 -0.268
C -6.378 -1.048 1.964
C -5.283 -1.180 2.977
C -5.404 -0.572 4.228
C -4.404 -0.725 5.166
Cl -4.571 0.076 6.705
C -3.287 -1.494 4.917
C -3.148 -2.096 3.661
C -4.121 -1.921 2.690
O -4.066 -2.440 1.425
C -3.091 -3.412 1.097
C -1.636 -2.916 0.968
O -0.799 -3.092 1.837
O -1.422 -2.362 -0.212
H -7.206 -0.471 2.375
H -6.742 -2.033 1.668
H -6.008 -0.551 1.069
H -6.278 0.021 4.453
H -2.525 -1.620 5.669
H -2.251 -2.654 3.454
H -3.412 -3.789 0.121
H -3.121 -4.230 1.830
C 0.532 0.359 4.821
C 0.704 0.516 3.322
N 1.885 0.948 2.880
O -0.239 0.261 2.579
H 1.383 0.751 5.371
H 0.422 -0.703 5.028
H -0.382 0.857 5.132
H 2.658 1.081 3.509
H 2.108 0.740 1.880